Entry one
The following is a DFT calculation (the ωB97M-V functional and the def2-TZVPD basis) of the molecule C7H14N2O2.

Values from the calculation:
* HOMO level: -0.3038 Ha
* LUMO energy: 0.67 eV
* SMILES: C[C@H]1CC(C)(C)N(O)C=[N+]1[O-]
* frontier orbital gap: 8.940 eV

```
25
C7H14N2O2 the ωB97M-V functional and the def2-TZVPD basis
C 0.279 -1.906 0.624
C 0.106 0.927 0.386
C -0.953 0.180 1.289
C 0.369 0.280 -0.912
C -0.966 0.658 2.732
C -0.881 0.039 -1.791
C 1.337 1.151 -1.809
N 1.137 -0.938 -0.568
N -0.548 -1.262 1.302
O -1.205 -1.868 2.240
O 1.460 -1.834 -1.566
H 0.355 -2.915 0.811
H -0.198 1.953 0.206
H 1.033 0.941 0.914
H -1.930 0.193 0.784
H -1.514 1.665 2.886
H 0.094 0.639 3.155
H -1.583 -0.067 3.266
H -1.379 -1.002 -1.522
H -0.620 0.040 -2.821
H -1.576 0.909 -1.737
H 0.963 2.185 -2.018
H 1.420 0.805 -2.790
H 2.364 1.216 -1.374
H 2.434 -1.986 -1.686
```

=====

Entry two
The following is a DFT calculation (the ωB97M-V functional and the def2-TZVPD basis) of a structure of composition C7H14N2O2.

Values from the calculation:
* HOMO level: -0.2660 Ha
* LUMO energy: 0.78 eV
* frontier orbital gap: 8.019 eV

```
25
C7H14N2O2 the ωB97M-V functional and the def2-TZVPD basis
C -1.424 -0.093 -2.637
C 1.214 -0.917 1.330
C -0.255 -1.424 1.476
C 0.136 0.300 -0.387
C -0.797 2.730 -0.052
C 1.507 -1.547 -1.016
C 0.175 1.631 0.433
N 1.170 -0.513 -0.103
N -1.136 -0.540 0.691
O -2.009 -0.841 -1.982
O -0.852 0.569 -3.379
H 1.621 0.016 1.977
H 1.799 -1.846 1.439
H -0.372 -2.409 1.211
H -0.632 -1.403 2.636
H -0.401 3.168 -1.064
H -0.882 3.432 0.650
H -1.859 2.362 -0.059
H 2.544 -1.601 -1.297
H 1.281 -2.701 -0.810
H 1.072 -1.153 -1.928
H 0.068 1.578 1.541
H 1.321 1.847 0.372
H -1.622 -0.859 -0.120
H -1.667 0.215 1.078
```

=====

Preferred: entry two; penalty for the next structure: 0.0657 hartree.

=====

Entry one
The following is a DFT calculation (the ωB97M-V functional and the def2-TZVPD basis) of the molecule C4H11N3S.

Values from the calculation:
* HOMO level: -0.3279 Ha
* LUMO energy: 0.70 eV
* SMILES: [H]/N=C(/NN)[C@@H](C)CS
* frontier orbital gap: 9.619 eV

```
19
C4H11N3S the ωB97M-V functional and the def2-TZVPD basis
C -0.212 2.108 0.071
C -0.478 0.659 0.500
C -1.527 0.151 -0.411
C 0.654 -0.362 0.522
H 0.810 2.407 0.503
H -1.026 2.758 0.330
H -0.190 2.185 -1.060
H -0.872 0.628 1.475
H -1.310 0.180 -1.433
H -2.361 0.959 -0.231
H -1.521 -2.483 -0.469
H -0.347 -1.232 1.854
H 1.644 0.627 -1.094
H 1.665 -2.234 -0.839
H 2.906 -1.764 0.319
N 0.562 -1.516 1.252
N 1.657 -0.273 -0.437
N 2.432 -1.417 -0.662
S -2.489 -1.383 -0.190
```

=====

Entry two
The following is a DFT calculation (the ωB97M-V functional and the def2-TZVPD basis) of a structure of composition C4H11N3S.

Values from the calculation:
* HOMO level (alpha / beta): -0.3186 / -0.3185 Ha
* LUMO energy (alpha / beta): -0.08 / -0.08 eV
* frontier orbital gap (alpha / beta): 8.587 / 8.585 eV

```
19
C4H11N3S the ωB97M-V functional and the def2-TZVPD basis
C -0.991 -0.884 -0.331
C 0.212 1.287 0.130
C -0.578 0.444 -0.949
C 0.233 0.327 -2.209
N -0.723 0.227 2.242
N 1.806 0.117 2.476
N 0.158 -1.655 0.095
S 0.591 0.085 1.503
H -1.501 -0.715 0.621
H -1.559 -1.394 -1.093
H 1.201 1.536 -0.334
H -0.398 2.096 0.510
H -1.509 1.067 -1.147
H 0.986 -0.426 -1.961
H 0.703 1.112 -2.581
H -0.307 -0.339 -2.950
H -0.950 -0.363 3.123
H 2.726 -0.144 2.131
H -0.099 -2.379 0.724
```

=====

Preferred: entry one; penalty for the next structure: 0.0903 hartree.

=====

Entry one
The following is a DFT calculation (the ωB97M-V functional and the def2-TZVPD basis) of the molecule C8H10N2O2.

Values from the calculation:
* HOMO level: -0.3145 Ha
* LUMO energy: 0.73 eV
* SMILES: COC1=C[C@H](C#N)CC(OC)=N1
* frontier orbital gap: 9.290 eV

```
22
C8H10N2O2 the ωB97M-V functional and the def2-TZVPD basis
C 1.664 1.671 -0.619
C -0.705 1.487 -0.895
C 0.374 2.092 -0.106
C -1.006 0.197 -0.681
C 0.190 1.473 1.375
C 0.338 0.000 1.129
C -1.981 -1.570 -2.099
C 1.542 -1.974 1.638
N 2.754 1.498 -0.926
N -0.178 -0.578 0.121
O -2.063 -0.334 -1.449
O 1.175 -0.638 1.944
H -1.254 2.194 -1.503
H 0.326 3.282 -0.072
H 0.865 1.962 2.096
H -0.888 1.640 1.730
H -2.661 -1.441 -3.107
H -2.474 -2.317 -1.438
H -0.971 -1.824 -2.238
H 0.602 -2.475 1.493
H 1.927 -2.458 2.641
H 2.425 -1.886 0.964
```

=====

Entry two
The following is a DFT calculation (the ωB97M-V functional and the def2-TZVPD basis) of the molecule C8H10N2O2.

Values from the calculation:
* HOMO level: -0.2776 Ha
* LUMO energy: 0.02 eV
* frontier orbital gap: 7.571 eV

```
22
C8H10N2O2 the ωB97M-V functional and the def2-TZVPD basis
C 1.465 0.901 -0.665
C 1.460 -0.553 -0.548
C -0.903 2.074 -0.115
C 2.538 -1.316 -0.725
C 0.583 1.942 -0.539
C -0.529 -0.238 0.779
C 0.084 -2.421 0.047
C -2.831 0.829 0.452
N 0.174 -1.015 -0.221
N -1.407 0.926 0.238
O 3.612 -1.776 -0.981
O 1.263 3.196 -0.579
H 2.594 1.276 -0.900
H -1.177 -0.840 1.336
H 0.294 0.388 1.271
H 0.312 -2.738 1.138
H -0.828 -2.856 -0.382
H 0.808 -3.082 -0.529
H -3.277 1.586 1.204
H -3.408 0.982 -0.505
H -3.105 -0.258 0.734
H 2.279 2.991 -0.510
```

=====

Preferred: entry one; penalty for the next structure: 0.1236 hartree.

=====

Entry one
The following is a DFT calculation (the ωB97M-V functional and the def2-TZVPD basis) of the ion C5H6NO2 with charge +1.

Values from the calculation:
* HOMO level: -0.5781 Ha
* net charge: +1
* LUMO energy: -6.38 eV
* SMILES: COC(=O)[N@@+]12C=C1C2
* frontier orbital gap: 9.349 eV

```
14
C5H6NO2 the ωB97M-V functional and the def2-TZVPD basis
C 1.991 -1.256 0.386
C 2.548 -0.512 -0.539
C 0.033 0.512 0.120
C 2.446 0.882 -0.144
C -2.176 -0.029 -0.031
N 1.420 0.195 0.516
O -0.242 1.590 -0.271
O -0.813 -0.416 0.383
H 1.406 -2.088 0.605
H 3.379 1.179 0.576
H 2.163 1.540 -0.902
H -2.810 -0.851 -0.335
H -2.167 0.753 -0.885
H -2.626 0.381 0.777
```

=====

Entry two
The following is a DFT calculation (the ωB97M-V functional and the def2-TZVPD basis) of a structure of composition C5H6NO2.

Values from the calculation:
* HOMO level: -0.5182 Ha
* net charge: +1
* LUMO energy: -6.36 eV
* frontier orbital gap: 7.739 eV

```
14
C5H6NO2 the ωB97M-V functional and the def2-TZVPD basis
C -1.142 -1.016 -0.083
C 0.330 -1.036 -0.183
C 1.116 0.216 0.347
C 0.041 1.239 -0.072
C 1.528 -1.610 -0.393
N -1.987 0.041 0.122
O -3.153 0.090 0.119
O -1.263 1.142 0.535
H -1.699 -1.761 -0.529
H 2.080 0.480 -0.117
H 1.349 0.400 1.421
H 0.388 2.224 0.141
H -0.165 1.172 -1.119
H 2.577 -1.580 -0.190
```

=====

Preferred: entry one; penalty for the next structure: 0.1010 hartree.

=====

Entry one
The following is a DFT calculation (the ωB97M-V functional and the def2-TZVPD basis) of the ion C6H13N2O with charge +1.

Values from the calculation:
* HOMO level: -0.5045 Ha
* net charge: +1
* LUMO energy: -3.29 eV
* frontier orbital gap: 10.438 eV

```
22
C6H13N2O the ωB97M-V functional and the def2-TZVPD basis
C 0.631 -0.114 1.162
C 0.238 2.151 0.463
C -0.561 1.756 -0.838
C -0.671 -0.584 -0.452
C -1.630 -1.767 -0.196
C 0.371 -0.941 -1.478
N 1.045 1.105 1.156
N 1.301 -1.085 1.709
O -1.295 0.587 -0.533
H 0.883 3.014 0.325
H -0.601 2.430 1.214
H -1.104 2.699 -1.073
H 0.225 1.538 -1.613
H -1.191 -2.676 -0.002
H -2.260 -1.719 -1.054
H -2.277 -1.572 0.695
H 0.942 -1.681 -0.959
H 1.040 -0.123 -1.547
H -0.033 -1.332 -2.389
H 1.882 1.377 1.672
H 1.013 -1.989 1.453
H 2.054 -1.073 2.286
```

=====

Entry two
The following is a DFT calculation (the ωB97M-V functional and the def2-TZVPD basis) of the ion C6H13N2O with charge +1.

Values from the calculation:
* HOMO level: -0.4893 Ha
* net charge: +1
* LUMO energy: -4.40 eV
* SMILES: CC[N@H+]1C[C@@](C)(N=O)C1
* frontier orbital gap: 8.917 eV

```
22
C6H13N2O the ωB97M-V functional and the def2-TZVPD basis
C -0.382 -0.724 -0.376
C -0.346 1.007 0.949
C -1.522 -0.366 0.589
C -2.833 0.058 0.093
C 2.588 0.030 -1.415
C 1.934 0.238 0.006
N -1.536 -1.089 1.852
N 0.408 0.463 -0.224
O -0.580 -1.787 2.082
H 0.233 -1.562 0.182
H -0.625 -0.996 -1.367
H -0.748 1.886 0.818
H 0.240 0.887 1.879
H -2.804 0.922 -0.599
H -3.455 0.599 0.878
H -3.357 -0.800 -0.292
H 2.103 -0.958 -1.554
H 2.260 0.860 -2.102
H 3.630 -0.072 -1.341
H 2.261 1.166 0.521
H 2.117 -0.677 0.546
H 0.413 0.917 -1.126
```

=====

Preferred: entry one; penalty for the next structure: 0.1112 hartree.

=====

Entry one
The following is a DFT calculation (the ωB97M-V functional and the def2-TZVPD basis) of the molecule C19H21N3O3S.

Values from the calculation:
* HOMO level: -0.3304 Ha
* LUMO energy: 0.10 eV
* SMILES: O=C(CCCCn1c(=O)[nH]c2ccsc2c1=O)NCCc1ccccc1
* frontier orbital gap: 9.094 eV

```
47
C19H21N3O3S the ωB97M-V functional and the def2-TZVPD basis
O -1.371 -1.997 -2.901
C -1.440 -0.876 -2.433
N -2.046 -0.612 -1.257
H -1.995 0.312 -0.855
C -2.586 -1.653 -0.415
H -3.683 -1.606 -0.424
H -2.274 -2.603 -0.855
C -2.079 -1.523 1.028
C -2.736 -0.364 1.723
C -4.009 -0.503 2.264
C -4.638 0.567 2.874
C -4.001 1.795 2.948
C -2.734 1.944 2.412
C -2.105 0.871 1.802
H -1.115 0.990 1.390
H -2.231 2.898 2.469
H -4.492 2.631 3.426
H -5.626 0.444 3.293
H -4.508 -1.461 2.210
H -0.997 -1.382 1.009
H -2.304 -2.450 1.558
C -0.906 0.352 -3.158
H -1.666 0.627 -3.893
H -0.786 1.181 -2.460
C 0.413 0.063 -3.882
C 1.626 0.232 -2.968
H 2.542 0.227 -3.561
C 1.711 -0.872 -1.912
N 2.516 -0.452 -0.770
C 3.857 -0.784 -0.784
O 4.379 -1.400 -1.682
N 4.587 -0.373 0.312
C 4.045 0.334 1.347
C 2.705 0.663 1.307
C 1.855 0.290 0.207
O 0.677 0.567 0.100
S 2.227 1.558 2.707
C 3.825 1.475 3.322
C 4.690 0.805 2.513
H 5.731 0.651 2.731
H 4.046 1.933 4.266
H 5.568 -0.618 0.311
H 0.717 -1.103 -1.530
H 2.162 -1.771 -2.330
H 1.556 1.199 -2.464
H 0.377 -0.956 -4.271
H 0.519 0.748 -4.725
```

=====

Entry two
The following is a DFT calculation (the ωB97M-V functional and the def2-TZVPD basis) of the molecule C19H21N3O3S.

Values from the calculation:
* HOMO level: -0.2592 Ha
* LUMO energy: -0.35 eV
* SMILES: CC/N=c1/scc(-c2cc(OC)ccc2OC)n1/N=C(\C)c1ccco1
* frontier orbital gap: 6.703 eV

```
47
C19H21N3O3S the ωB97M-V functional and the def2-TZVPD basis
N 0.181 2.078 -3.419
N 0.870 0.335 -0.936
O 2.122 1.627 2.407
O -2.819 -0.525 3.027
O 0.040 -3.147 -0.938
S -2.028 0.848 -3.556
C 2.898 0.928 3.306
C -2.437 -0.376 -2.393
C 3.367 -0.220 2.642
C 2.734 -0.182 1.326
C 1.907 0.931 1.235
C -1.393 -0.567 -1.536
C -0.512 1.072 -2.857
C 0.932 1.101 0.157
C -1.393 -2.430 2.193
C -0.738 -3.068 1.241
C -2.204 -0.680 0.698
C -2.063 -1.149 2.074
C -0.768 -2.548 -0.066
C -1.500 -1.305 -0.301
N -0.283 0.162 -1.762
C -2.564 -1.009 4.365
C -0.290 -3.370 -2.273
C -0.134 2.216 0.365
C 1.857 3.879 -3.621
C 1.437 2.520 -2.884
H 3.474 1.316 4.120
H -3.419 -0.777 -2.260
H 4.061 -0.988 2.974
H 2.890 -0.988 0.594
H -1.334 -3.047 3.096
H -0.275 -4.004 1.450
H -2.732 0.333 0.532
H -2.887 -0.233 5.051
H -3.009 -1.961 4.525
H -1.464 -1.039 4.652
H 0.089 -2.671 -2.960
H -1.309 -3.272 -2.525
H 0.057 -4.380 -2.453
H 0.205 3.061 0.921
H -1.035 1.822 0.781
H -0.293 2.544 -0.658
H 2.951 3.967 -3.553
H 1.669 3.735 -4.660
H 1.426 4.833 -3.185
H 1.461 2.735 -1.886
H 2.257 1.891 -3.051
```

=====

Preferred: entry one; penalty for the next structure: 0.3550 hartree.

=====

Entry one
The following is a DFT calculation (the ωB97M-V functional and the def2-TZVPD basis) of a cluster of 2 separate species, C6H12NO2 in total.

Values from the calculation:
* HOMO level: -0.4437 Ha
* net charge: +1
* LUMO energy: -3.17 eV
* frontier orbital gap: 8.899 eV

```
21
C6H12NO2 the ωB97M-V functional and the def2-TZVPD basis
C 2.482 0.278 -0.385
C 1.662 1.488 -0.099
C 1.756 -0.857 0.280
C 0.708 1.084 0.746
C -1.687 -0.034 -1.386
C -2.043 0.010 -0.101
N -1.927 -1.258 0.719
O 0.661 -0.267 1.011
O -2.306 0.961 0.717
H 3.468 0.323 0.013
H 1.915 2.386 -0.527
H 1.338 -1.637 -0.552
H 2.400 -1.552 0.900
H -0.093 1.571 1.288
H -1.356 -0.920 -1.743
H -1.694 0.811 -2.149
H 2.672 0.216 -1.531
H -0.875 -1.327 0.840
H -2.458 -1.208 1.555
H -2.255 -1.901 0.067
H -2.369 1.829 0.338
```

=====

Entry two
The following is a DFT calculation (the ωB97M-V functional and the def2-TZVPD basis) of the ion C6H12NO2 with charge +1.

Values from the calculation:
* HOMO level: -0.5856 Ha
* net charge: +1
* LUMO energy: -2.79 eV
* SMILES: C[C@H]1COC(=O)[N+]1(C)C
* frontier orbital gap: 13.149 eV

```
21
C6H12NO2 the ωB97M-V functional and the def2-TZVPD basis
C 0.351 1.917 -0.198
C -1.677 0.923 -0.116
C -0.718 -0.172 -0.542
C -1.089 -1.621 -0.216
C 1.751 -0.089 -0.716
C 0.622 -0.169 1.482
N 0.554 0.276 0.068
O 1.287 2.618 -0.400
O -0.868 2.098 -0.163
H -2.548 1.052 -0.746
H -1.838 0.724 0.959
H -0.445 -0.060 -1.611
H -1.082 -1.891 0.886
H -0.400 -2.197 -0.828
H -2.032 -1.824 -0.662
H 1.905 -1.159 -0.634
H 1.675 0.082 -1.779
H 2.621 0.396 -0.264
H 1.052 -1.150 1.530
H 1.242 0.515 2.020
H -0.362 -0.267 1.931
```

=====

Preferred: entry two; penalty for the next structure: 0.0641 hartree.

=====

Entry one
The following is a DFT calculation (the ωB97M-V functional and the def2-TZVPD basis) of the molecule CH5N3.

Values from the calculation:
* HOMO level: -0.3295 Ha
* LUMO energy: 0.86 eV
* SMILES: [H]/N=C\NN
* frontier orbital gap: 9.831 eV

```
9
CH5N3 the ωB97M-V functional and the def2-TZVPD basis
C -0.916 0.491 0.059
H 1.666 -0.379 1.015
H 2.177 -0.462 -0.560
H 0.989 1.426 -0.064
H -1.260 1.483 0.314
H -0.812 -1.427 -0.116
N 1.398 -0.475 0.037
N 0.444 0.596 -0.142
N -1.452 -0.633 -0.029
```

=====

Entry two
The following is a DFT calculation (the ωB97M-V functional and the def2-TZVPD basis) of the molecule CH5N3.

Values from the calculation:
* HOMO level: -0.3475 Ha
* LUMO energy: 0.60 eV
* SMILES: [H]/N=C\NN
* frontier orbital gap: 10.060 eV

```
9
CH5N3 the ωB97M-V functional and the def2-TZVPD basis
C 0.962 0.345 0.067
H -1.461 -0.861 -0.869
H -1.808 -0.243 0.847
H -0.700 1.496 0.018
H 1.526 1.366 0.266
H 1.169 -1.348 -0.071
N -1.107 -0.661 0.084
N -0.419 0.485 -0.277
N 1.837 -0.579 -0.066
```

=====

Preferred: entry one; penalty for the next structure: 0.0333 hartree.